Density functional theory data (wB97M-V/def2-TZVPD) for the molecule C22H32N2O5.

**HOMO energy**: -0.314 Ha
**SMILES string**: COCC(=O)N1CCC(Oc2ccc(C(=O)N3CCCC[C@@H]3COC)cc2)CC1
**Frontier orbital gap**: 9.25 eV
**LUMO level**: 0.7 eV
**ΔE to the lowest compared entry with this formula, charge and spin**: 2.623 eV
**Multiplicity**: 1
**DFT total energy**: -1343.23019 hartree

XYZ file:
```
61
Properties=species:S:1:pos:R:3:nbo_charge:R:1
C 0.199 7.473 -1.040 -0.2530
H 0.781 6.586 -0.766 0.1696
O -0.430 7.313 -2.290 -0.5377
C 0.481 7.092 -3.342 -0.1588
H 1.253 7.874 -3.358 0.2001
C 1.220 5.749 -3.274 0.6496
O 2.438 5.716 -3.289 -0.6272
N 0.469 4.630 -3.229 -0.4360
C -0.973 4.553 -3.173 -0.2165
H -1.411 5.544 -3.257 0.2399
C -1.417 3.910 -1.858 -0.4177
H -2.503 3.816 -1.839 0.2219
H -1.116 4.538 -1.020 0.2127
C -0.776 2.531 -1.694 0.0995
C 0.748 2.669 -1.797 -0.4374
C 1.120 3.340 -3.118 -0.2275
H 2.196 3.507 -3.178 0.2559
H 0.805 2.711 -3.959 0.1867
H 1.231 1.694 -1.727 0.2207
H 1.097 3.279 -0.962 0.2149
O -1.175 2.041 -0.426 -0.5137
C -1.096 0.712 -0.143 0.3918
C -0.656 -0.283 -1.009 -0.3477
C -0.644 -1.604 -0.596 -0.1033
C -1.047 -1.956 0.682 -0.1749
C -1.494 -0.961 1.547 -0.1729
C -1.518 0.355 1.140 -0.2802
H -1.867 1.135 1.798 0.2243
H -1.833 -1.223 2.538 0.2159
C -1.098 -3.401 1.072 0.6852
O -1.954 -4.141 0.613 -0.6366
N -0.166 -3.826 1.951 -0.4376
C 0.909 -3.017 2.474 -0.2171
C 0.859 -3.011 4.002 -0.4051
C 0.943 -4.441 4.526 -0.4008
C -0.171 -5.287 3.911 -0.4035
H -0.071 -6.329 4.219 0.2130
H -1.134 -4.919 4.274 0.2103
C -0.178 -5.212 2.380 -0.0879
C 0.993 -6.008 1.757 -0.0681
O 1.183 -5.773 0.387 -0.5396
C 0.190 -6.324 -0.452 -0.2665
H -0.773 -5.820 -0.336 0.2027
H 0.549 -6.185 -1.470 0.1895
H 0.064 -7.395 -0.254 0.1589
H 0.817 -7.078 1.947 0.1703
H 1.940 -5.726 2.223 0.1809
H -1.117 -5.632 2.003 0.2487
H 1.918 -4.864 4.279 0.1953
H 0.846 -4.449 5.614 0.2130
H 1.683 -2.411 4.392 0.2124
H -0.079 -2.556 4.328 0.1977
H 0.820 -2.003 2.082 0.2311
H 1.866 -3.431 2.136 0.1923
H -0.311 -2.373 -1.277 0.2144
H -0.327 -0.052 -2.010 0.2162
H -1.148 1.868 -2.489 0.1715
H -1.316 3.937 -4.015 0.1858
H -0.096 7.148 -4.270 0.2042
H -0.596 7.630 -0.314 0.1965
H 0.869 8.341 -1.046 0.1737
```